ORCA calculation (wB97M-V/def2-TZVPD) on C4H5ClF4 as an isolated structure at a distorted geometry.

Each line ends with the natural charge from an NBO analysis.
Cartesian coordinates (Å):
C -1.1405 1.3733 0.0085  -0.6955
C 0.4555 -0.9384 0.5591  0.1512
C 1.6626 -0.3901 -0.2186  0.5088
C -1.1073 -0.1096 -0.2561  0.3190
F 0.3159 -2.2715 0.4652  -0.3253
F 1.8183 0.9432 -0.2615  -0.3309
F 2.8980 -0.8613 0.2734  -0.3487
F -0.9528 -0.4018 -1.6470  -0.3718
Cl -2.3562 -1.0721 0.4179  0.0267
H -1.5567 1.5024 1.0996  0.2435
H -1.8117 1.8248 -0.6988  0.2377
H -0.1654 1.7918 -0.1916  0.2538
H 0.4301 -0.7631 1.6811  0.1844
H 1.5102 -0.6275 -1.2314  0.1470

Cartesian forces (eV/Å) of the 6 atoms listed first:
-1.08 -0.75 1.72
-2.15 2.69 0.76
1.07 -0.94 0.84
4.13 -1.87 0.18
0.27 -0.33 -0.95
-0.49 0.82 0.91

2S+1: 1
Energy above the lowest of the compared OMol25 structures with the same formula, charge and spin: 0.000 eV
Frontier orbital gap: 11.26 eV